The following is a DFT calculation (the ωB97M-V functional and the def2-TZVPD basis) of C34H33N10O2PbS as an isolated structure.

Values from the calculation:
* HOMO energy (alpha / beta): -0.5631 / -0.5631 Ha
* net charge: +3
* largest force on an atom: 0.03083 hartree/bohr
* energy above the lowest of the compared OMol25 structures with the same formula, charge and spin: 0.0000 eV
* HOMO-LUMO gap (alpha / beta): 4.681 / 4.047 eV

Element x y z (Å)
Pb 0.2716 -0.0946 -0.7778
O -3.0911 -2.9506 -0.8121
C -2.1069 -2.3092 -0.4868
N -1.2909 -1.7018 -1.3774
C -1.6588 -1.9823 -2.6345
O -2.5948 -2.7177 -2.9203
C -0.8494 -1.2815 -3.7070
C -0.9830 -1.6946 -5.0252
C -0.2618 -1.0075 -5.9915
C 0.5162 0.0745 -5.6092
C 0.5840 0.4140 -4.2644
N -0.0739 -0.2678 -3.3308
C -1.6723 -2.1669 0.9479
C -2.2061 -3.0134 1.9052
C -1.7715 -2.8842 3.2181
C -0.8384 -1.9023 3.5153
C -0.3567 -1.0988 2.4917
N -0.7500 -1.2352 1.2239
H -1.6370 -2.5224 -5.2617
H -0.3170 -1.3122 -7.0282
H 1.0615 0.6586 -6.3372
H 1.1830 1.2516 -3.9280
H -2.9412 -3.7523 1.6164
H -2.1591 -3.5332 3.9909
H -0.4886 -1.7588 4.5282
H 0.3679 -0.3153 2.6862
C 3.0381 -4.8747 1.3598
C 2.7434 -3.8820 0.2947
C 3.2027 -3.7817 -1.0036
C 2.5800 -2.6542 -1.5555
N 1.7788 -2.0836 -0.6509
N 1.8945 -2.8499 0.4633
C 2.7587 -2.1251 -2.9376
H 3.8361 -5.5359 1.0342
H 2.1603 -5.4850 1.5788
H 3.3440 -4.3902 2.2880
H 3.9001 -4.4390 -1.4952
H 1.4029 -2.6078 1.3063
H 3.6610 -2.5448 -3.3747
H 2.8417 -1.0380 -2.9378
H 1.9189 -2.4089 -3.5751
C -2.3429 3.8064 -0.3846
C -1.3795 2.8185 -0.4142
N -1.6961 1.5193 -0.3989
C -2.9758 1.1644 -0.3297
C -4.0175 2.0836 -0.2640
C -3.6780 3.4326 -0.3234
C -5.4300 1.6690 -0.2244
C -6.0230 0.7663 0.5656
C -5.4446 0.0281 1.7011
C -6.1412 -1.0569 2.2454
C -5.5458 -1.7153 3.3109
N -4.3859 -1.3239 3.8186
C -3.8171 -0.2563 3.2782
N -4.2882 0.4127 2.2406
H -2.0577 4.8482 -0.4194
H -0.3229 3.0657 -0.4533
H -3.1913 0.1034 -0.3455
H -4.4577 4.1836 -0.3130
H -6.0611 2.1801 -0.9444
H -7.0716 0.5574 0.3939
H -7.0969 -1.3678 1.8474
H -6.0151 -2.5762 3.7740
H -2.8938 0.0988 3.7238
C 7.1484 3.3507 1.1141
C 5.6661 3.4239 1.1492
C 4.9447 4.5831 1.3263
C 3.5458 4.5304 1.3149
N 2.9009 3.3611 1.1609
C 3.5937 2.2624 1.0078
S 2.8439 0.7139 0.8658
N 4.9574 2.2826 0.9788
C 2.7245 5.7549 1.4733
H 7.5841 4.3058 1.3918
H 7.4911 3.0970 0.1078
H 7.5201 2.5808 1.7929
H 5.4612 5.5210 1.4678
H 5.4520 1.4083 0.8436
H 3.3298 6.6043 1.7786
H 1.9259 5.5888 2.1958
H 2.2473 5.9942 0.5193

***

The following is a DFT calculation (the ωB97M-V functional and the def2-TZVPD basis) of C34H34AsF5O2RuS as an isolated structure.

Values from the calculation:
* HOMO energy (alpha / beta): -0.3738 / -0.4136 Ha
* net charge: +1
* largest force on an atom: 0.00527 hartree/bohr
* spin multiplicity: 6
* <S²>: 8.78
* energy above the lowest of the compared OMol25 structures with the same formula, charge and spin: 0.0653 eV
* HOMO-LUMO gap (alpha / beta): 7.152 / 5.977 eV

Element x y z (Å)
Ru 0.1398 0.2466 -0.1289
S -1.7338 0.8495 1.2051
C -3.1491 -0.1566 1.1934
C -4.1946 0.2214 2.0492
C -5.3242 -0.5673 2.1494
C -5.4243 -1.7329 1.3999
C -4.3979 -2.1070 0.5408
C -3.2596 -1.3248 0.4206
As -1.8096 -1.7778 -0.7788
C -2.1613 -3.6422 -1.1522
C -1.5414 -4.5931 -0.3475
C -1.7912 -5.9435 -0.5444
C -2.6557 -6.3456 -1.5520
C -3.2739 -5.3995 -2.3579
C -3.0304 -4.0474 -2.1608
C -2.3959 -0.9020 -2.4057
C -3.3161 0.1404 -2.3821
C -3.6575 0.7898 -3.5615
C -3.0858 0.3967 -4.7616
C -2.1660 -0.6439 -4.7862
C -1.8142 -1.2870 -3.6112
H -4.1010 1.1293 2.6299
H -6.1266 -0.2759 2.8132
H -6.3074 -2.3526 1.4800
H -4.4901 -3.0150 -0.0416
H -0.8652 -4.2826 0.4412
H -1.3083 -6.6804 0.0836
H -2.8456 -7.3985 -1.7117
H -3.9484 -5.7141 -3.1432
H -3.5160 -3.3145 -2.7932
H -3.7845 0.4432 -1.4535
H -4.3768 1.5978 -3.5409
H -3.3564 0.9008 -5.6798
H -1.7153 -0.9500 -5.7207
H -1.0830 -2.0867 -3.6363
F 0.7491 0.1165 -3.0489
C 1.2545 -0.4307 -1.8946
F 1.3127 -1.7881 -2.1059
C 2.7178 0.0431 -1.8456
F 3.4248 -0.2971 -2.9136
F 3.3320 -0.4753 -0.7557
F 2.7597 1.3815 -1.7184
C 6.0784 5.8212 2.8836
C 5.1475 4.7247 2.4613
C 5.4798 3.3891 2.6669
C 4.6259 2.3672 2.2961
C 5.0576 0.9412 2.5310
C 3.3827 2.7024 1.7089
C 2.4930 1.6222 1.3977
O 1.3248 1.7542 0.9926
C 3.0385 4.0563 1.4647
C 1.7626 4.4650 0.7874
C 3.9337 5.0349 1.8504
H 7.0328 5.4282 3.2269
H 5.6342 6.3995 3.6958
H 6.2613 6.5106 2.0589
H 6.4324 3.1454 3.1210
H 6.0676 0.9232 2.9338
H 5.0605 0.3633 1.6053
H 4.4103 0.4308 3.2464
H 2.8711 0.6040 1.5285
H 1.5980 3.9041 -0.1319
H 1.7969 5.5265 0.5501
H 0.8983 4.2793 1.4267
H 3.6885 6.0735 1.6630
C 1.2971 -2.4198 3.3956
C 1.5475 -3.4084 2.2537
C 1.6141 -2.5215 1.0104
O 1.0570 -1.2317 1.4077
C 0.4524 -1.3678 2.7134
H 2.2338 -1.9820 3.7444
H 0.7904 -2.8725 4.2455
H 0.7199 -4.1153 2.1808
H 2.4629 -3.9804 2.3878
H 1.0289 -2.9055 0.1749
H 2.6290 -2.3347 0.6673
H -0.5863 -1.6957 2.5948
H 0.4652 -0.3854 3.1826

***

The following is a DFT calculation (the ωB97M-V functional and the def2-TZVPD basis) of C34H34AsF6N5O5W as an isolated structure.

Values from the calculation:
* HOMO energy (alpha / beta): -0.5825 / -0.5825 Ha
* net charge: +3
* largest force on an atom: 0.01430 hartree/bohr
* spin multiplicity: 2
* <S²>: 0.77
* energy above the lowest of the compared OMol25 structures with the same formula, charge and spin: 0.0000 eV
* HOMO-LUMO gap (alpha / beta): 5.691 / 4.814 eV

Element x y z (Å)
W 1.3845 0.1563 0.6874
C 2.2818 0.2980 4.8661
C 2.5534 0.5576 3.4352
O 1.5893 0.3839 2.6095
C 3.8022 0.9988 2.9697
C 4.0440 1.4012 1.6855
C 5.3532 2.0000 1.3207
N 3.0663 1.2899 0.6784
N 3.4161 1.9778 -0.4104
C 2.5023 1.8223 -1.3407
O 1.4785 1.0582 -0.9858
C 2.5588 2.4085 -2.6501
C 3.6757 3.1779 -3.0050
C 3.7368 3.7470 -4.2607
C 2.6946 3.5505 -5.1608
C 1.5852 2.7854 -4.8116
C 1.5122 2.2121 -3.5589
H 1.2302 0.4577 5.0946
H 2.9141 0.9089 5.5065
H 2.5288 -0.7512 5.0658
H 4.5903 1.1254 3.6974
H 5.7855 1.4333 0.4940
H 6.0248 1.9812 2.1734
H 5.2253 3.0236 0.9687
H 4.4808 3.3201 -2.2976
H 4.5936 4.3419 -4.5443
H 2.7489 3.9959 -6.1453
H 0.7848 2.6399 -5.5235
H 0.6561 1.6122 -3.2807
C -4.3548 -3.8062 -3.3932
O -3.7738 -2.8673 -2.4376
C -4.5331 -2.2453 -1.5773
C -5.9255 -2.3832 -1.4713
C -6.5866 -1.6718 -0.5112
C -5.8820 -0.8196 0.3891
C -4.5256 -0.6559 0.3078
C -3.8110 -1.3479 -0.6830
N -2.4619 -1.3082 -0.8675
C -1.5275 -0.4243 -0.3330
N -1.9361 0.8052 -0.1088
C -1.2793 1.8148 0.6209
C 0.0095 1.7032 1.1262
C 0.4933 2.8235 1.8300
C -0.2665 3.9609 1.9999
C -1.5567 4.0498 1.4828
C -2.0671 2.9730 0.7901
O -3.2989 2.9006 0.2357
C -4.1422 4.0653 0.3108
N -0.2886 -0.8422 -0.1236
C -0.1075 -2.2835 -0.1449
C -0.0276 -3.0178 -1.3194
C 0.0113 -4.4008 -1.2439
C -0.0128 -5.0215 0.0001
C -0.0402 -4.2857 1.1773
C -0.0668 -2.9012 1.1022
O -0.0187 -2.0346 2.1544
C 0.0849 -2.6027 3.4667
H -3.5143 -4.1712 -3.9705
H -5.0577 -3.2760 -4.0318
H -4.8328 -4.6192 -2.8515
H -6.4579 -3.0450 -2.1379
H -7.6600 -1.7640 -0.4125
H -6.4374 -0.3119 1.1661
H -4.0126 -0.0339 1.0264
H -2.0672 -2.0628 -1.4221
H -2.8439 1.0977 -0.4584
H 1.4941 2.8231 2.2387
H 0.1454 4.8039 2.5383
H -2.1388 4.9479 1.6268
H -5.0543 3.8040 -0.2142
H -3.6625 4.9100 -0.1820
H -4.3665 4.3024 1.3501
H 0.0192 -2.5052 -2.2747
H 0.0843 -4.9931 -2.1451
H 0.0234 -6.1009 0.0589
H -0.0126 -4.7930 2.1306
H 0.0757 -1.7638 4.1558
H 1.0125 -3.1680 3.5671
H -0.7691 -3.2471 3.6731
F 2.6141 -1.4262 1.4105
As 3.7133 -2.2392 0.0114
F 4.6558 -2.9313 1.2232
F 4.6271 -0.7928 0.0822
F 2.4475 -1.2539 -0.8759
F 4.4576 -2.7582 -1.3967
F 2.6108 -3.5232 0.0573

***

| no. | electronic energy (eV) |
| --- | --- |
| 1 | -70848.029 |
| 2 | -127740.165 |
| 3 | -132444.353 |